Record 1
This record from the Open Molecules 2025 dataset describes a molecular structure, C19H23N3O2PdS2Te. The level of theory is ωB97M-V with the def2-TZVPD basis set.

The geometry in XYZ format:
```
51
Properties=species:S:1:pos:R:3:lowdin_charge:R:1
Pd -1.599 -0.783 -0.485 0.76
N -1.859 0.262 -2.671 0.01
C -2.212 1.653 -2.497 -0.14
C -2.699 2.017 -0.985 -0.66
O -3.254 3.074 -0.885 0.16
O -2.395 1.173 -0.114 -0.10
H -0.996 0.141 -3.198 0.08
H -2.597 -0.256 -3.148 0.07
H -3.044 1.977 -3.125 0.13
H -1.356 2.313 -2.663 0.12
C 0.283 -1.428 2.719 -0.06
C -1.049 -2.044 2.554 -0.59
N -1.774 -1.971 1.470 0.01
C -2.970 -2.637 1.590 -0.31
C -3.137 -3.239 2.810 -0.30
S -1.788 -2.964 3.817 1.18
C -3.919 -2.660 0.498 -0.32
C -5.157 -3.255 0.536 -0.31
S -5.984 -3.037 -0.933 1.17
C -4.627 -2.153 -1.545 -0.60
N -3.635 -2.049 -0.701 0.02
C -4.672 -1.593 -2.916 -0.07
H 0.560 -0.886 1.810 0.01
H 1.027 -2.193 2.933 0.10
H 0.279 -0.738 3.560 0.10
H -3.971 -3.816 3.158 0.09
H -5.604 -3.792 1.347 0.09
H -5.585 -1.912 -3.413 0.09
H -3.823 -1.945 -3.506 0.09
H -4.681 -0.502 -2.873 0.09
C 6.536 2.728 0.866 -0.01
C 5.211 2.123 0.641 -0.20
C 5.085 0.815 0.149 0.03
C 3.859 0.270 -0.155 -0.31
C 3.761 -1.123 -0.680 -0.09
C 2.699 1.051 0.045 -0.43
Te 0.871 0.330 -0.798 1.36
C 2.788 2.345 0.603 -0.29
C 1.593 3.196 0.869 -0.05
C 4.042 2.852 0.888 0.02
H 7.344 2.045 0.626 0.09
H 6.640 3.056 1.901 0.11
H 6.644 3.627 0.258 0.11
H 5.977 0.230 -0.012 0.13
H 4.745 -1.564 -0.808 0.09
H 3.258 -1.122 -1.650 0.06
H 3.189 -1.752 0.005 0.08
H 0.662 2.652 0.692 0.02
H 1.611 4.077 0.229 0.11
H 1.602 3.548 1.899 0.11
H 4.124 3.854 1.285 0.14
```

Total charge: +2
Kohn-Sham gap (alpha / beta) (eV): 4.26 / 4.24
Relative energy (zero: lowest compared OMol25 entry of this formula, charge and spin) (kJ/mol): 0.00



Record 2
This record from the Open Molecules 2025 dataset describes a single C19H23N3O5 molecule. The level of theory is ωB97M-V with the def2-TZVPD basis set.

The geometry in XYZ format:
```
50
Properties=species:S:1:pos:R:3:lowdin_charge:R:1
C -4.728 -5.269 3.565 -0.08
H -3.986 -5.803 2.965 0.10
O -5.238 -4.149 2.877 -0.07
C -4.397 -3.161 2.513 -0.26
C -3.024 -3.140 2.767 -0.01
C -2.265 -2.072 2.344 -0.01
C -2.832 -0.990 1.655 -0.20
C -4.214 -1.024 1.407 0.00
C -4.976 -2.084 1.827 0.02
H -6.037 -2.115 1.638 0.12
H -4.685 -0.210 0.881 0.09
C -1.969 0.077 1.249 0.06
C -2.245 1.221 0.567 -0.12
C -3.497 1.637 0.079 -0.20
N -4.494 2.023 -0.341 0.19
C -1.118 2.136 0.292 -0.45
O 0.021 1.958 0.650 0.13
O -1.502 3.206 -0.434 0.00
C -0.477 4.144 -0.714 -0.05
C 0.717 3.517 -1.437 -0.45
O 1.847 3.913 -1.257 0.08
N 0.367 2.530 -2.299 0.20
C 1.206 1.591 -2.968 -0.52
O 0.684 0.691 -3.582 0.08
N 2.514 1.835 -2.853 0.09
H 2.805 2.591 -2.242 0.11
C 3.501 0.902 -3.344 -0.17
H 4.390 1.473 -3.624 0.12
C 3.870 -0.181 -2.325 -0.16
H 4.583 -0.848 -2.813 0.11
H 2.977 -0.763 -2.095 0.12
C 4.484 0.364 -1.024 -0.43
C 5.544 -0.603 -0.496 -0.09
H 6.349 -0.728 -1.217 0.07
H 5.971 -0.230 0.432 0.07
H 5.101 -1.578 -0.301 0.08
C 3.422 0.590 0.051 -0.07
H 2.652 1.283 -0.273 0.05
H 2.944 -0.353 0.309 0.08
H 3.878 0.997 0.951 0.08
H 4.974 1.321 -1.240 0.13
H 3.084 0.426 -4.235 0.12
H -0.618 2.314 -2.406 0.16
H -0.105 4.597 0.212 0.15
H -0.936 4.910 -1.342 0.15
H -0.924 -0.033 1.522 0.13
H -1.204 -2.068 2.547 0.12
H -2.546 -3.951 3.293 0.11
H -4.286 -4.982 4.524 0.10
H -5.583 -5.918 3.743 0.10
```

Total charge: 0
Kohn-Sham gap (eV): 7.94
Relative energy (zero: lowest compared OMol25 entry of this formula, charge and spin) (kJ/mol): 234.82
Structure (SMILES): COc1ccc(/C=C(\C#N)C(=O)OCC(=O)NC(=O)NCCC(C)C)cc1



Record 3
This record from the Open Molecules 2025 dataset describes a single C19H23N3O5S molecule. The level of theory is ωB97M-V with the def2-TZVPD basis set.

The geometry in XYZ format:
```
51
Properties=species:S:1:pos:R:3:lowdin_charge:R:1
C -2.142 -0.668 -2.498 -0.08
H -2.645 -0.128 -1.690 0.09
O -0.839 -1.056 -2.120 -0.09
C -0.704 -1.852 -1.026 -0.28
C -1.763 -2.371 -0.289 -0.02
C -1.511 -3.110 0.853 -0.04
C -0.216 -3.364 1.279 -0.25
C 0.838 -2.894 0.501 -0.04
C 0.603 -2.147 -0.634 0.01
H 1.418 -1.757 -1.223 0.13
H 1.856 -3.101 0.796 0.12
C 0.025 -4.000 2.620 -0.12
H 0.791 -4.774 2.558 0.12
H -0.900 -4.457 2.973 0.11
C 0.487 -2.924 3.636 -0.16
N -0.202 -1.674 3.417 0.05
C 0.213 -0.737 2.536 -0.18
C 1.590 -0.481 2.337 0.00
C 2.030 0.462 1.449 -0.03
C 1.119 1.218 0.713 -0.25
C -0.222 1.033 0.892 0.03
C -0.693 0.069 1.794 -0.08
N -2.094 -0.118 1.840 -0.34
O -2.769 0.378 0.956 0.06
O -2.580 -0.785 2.748 0.06
H -0.936 1.626 0.343 0.12
S 1.788 2.422 -0.435 0.68
O 2.347 3.498 0.332 -0.28
O 2.671 1.707 -1.317 -0.28
N 0.402 2.971 -1.205 -0.24
C 0.081 2.220 -2.405 -0.21
H 0.390 1.184 -2.284 0.11
C 0.829 2.951 -3.522 -0.16
H 0.397 2.767 -4.503 0.11
C 0.737 4.424 -3.099 -0.15
H 1.668 4.953 -3.292 0.11
H -0.063 4.934 -3.636 0.10
C 0.419 4.375 -1.589 -0.18
H -0.568 4.796 -1.378 0.12
H 1.158 4.887 -0.974 0.10
H 1.866 2.618 -3.518 0.10
H -1.002 2.269 -2.554 0.13
H 3.083 0.644 1.301 0.13
H 2.312 -1.035 2.914 0.11
H -1.216 -1.737 3.503 0.11
H 1.561 -2.773 3.543 0.10
H 0.273 -3.258 4.654 0.12
H -2.347 -3.477 1.431 0.12
H -2.785 -2.184 -0.574 0.11
H -2.014 -0.010 -3.356 0.09
H -2.745 -1.531 -2.796 0.10
```

Total charge: 0
Kohn-Sham gap (eV): 7.90
Relative energy (zero: lowest compared OMol25 entry of this formula, charge and spin) (kJ/mol): 439.32
Structure (SMILES): COc1ccc(CCNc2ccc(S(=O)(=O)N3CCCC3)cc2[N+](=O)[O-])cc1



Record 4
This record from the Open Molecules 2025 dataset describes a molecular structure, C19H23N5O3S2. The level of theory is ωB97M-V with the def2-TZVPD basis set.

The geometry in XYZ format:
```
52
Properties=species:S:1:pos:R:3:lowdin_charge:R:1
C 5.812 4.857 0.371 -0.10
H 6.379 4.397 -0.445 0.09
O 4.430 4.834 0.118 -0.09
C 3.815 3.622 -0.021 -0.28
C 2.446 3.655 -0.275 0.00
C 1.724 2.490 -0.426 -0.02
C 2.349 1.245 -0.338 -0.24
C 3.720 1.223 -0.093 -0.02
C 4.447 2.387 0.069 -0.02
H 5.507 2.316 0.256 0.10
H 4.237 0.276 -0.043 0.11
N 1.672 0.032 -0.535 -0.10
C 0.354 0.081 -1.125 -0.17
C -0.053 -1.315 -1.590 -0.16
N -0.027 -2.241 -0.474 -0.18
C 1.323 -2.309 0.050 -0.17
C 1.723 -0.925 0.552 -0.16
H 2.731 -0.956 0.965 0.12
H 1.024 -0.632 1.357 0.08
H 1.345 -3.014 0.883 0.12
H 2.044 -2.640 -0.717 0.13
C -0.613 -3.530 -0.799 -0.18
C -2.118 -3.498 -0.538 -0.23
N -2.366 -3.396 0.885 -0.12
S -3.914 -2.938 1.268 0.63
O -4.050 -2.964 2.691 -0.27
O -4.821 -3.709 0.472 -0.28
C -4.017 -1.224 0.734 -0.21
C -5.055 -0.764 -0.024 -0.03
C -5.157 0.597 -0.378 -0.05
C -4.225 1.515 0.029 0.00
C -3.145 1.069 0.808 -0.34
N -2.131 1.785 1.301 -0.22
S -1.150 0.805 2.105 1.05
N -1.941 -0.576 1.882 -0.21
C -3.034 -0.324 1.161 -0.34
H -4.299 2.560 -0.227 0.12
H -5.995 0.915 -0.978 0.11
H -5.802 -1.474 -0.344 0.12
H -1.711 -2.775 1.345 0.07
H -2.594 -4.417 -0.885 0.12
H -2.574 -2.655 -1.077 0.11
H -0.175 -4.292 -0.151 0.12
H -0.425 -3.817 -1.845 0.13
H -1.064 -1.273 -2.000 0.12
H 0.635 -1.641 -2.392 0.13
H 0.379 0.752 -1.986 0.13
H -0.401 0.445 -0.411 0.08
H 0.662 2.562 -0.602 0.10
H 1.960 4.615 -0.342 0.12
H 6.058 4.354 1.312 0.09
H 6.081 5.909 0.446 0.09
```

Total charge: 0
Kohn-Sham gap (eV): 6.56
Relative energy (zero: lowest compared OMol25 entry of this formula, charge and spin) (kJ/mol): 88.52



The records above yield F_max values of 4.76, 1.06, 1.37, 1.37 eV/A, respectively.